Here is a molecular structure, C41H46AsBN4O2STi from OMol25. Energies are from ωB97M-V with the def2-TZVPD basis set.

Positions of all 97 atoms, in Å:
Ti 0.6327 0.7705 0.5573
C -3.0685 0.3898 1.7514
C -1.6995 0.5526 2.3369
C -1.1702 -0.3991 3.2180
C 0.0083 -0.1669 3.9147
C 0.4952 -1.1160 4.9708
C 0.7025 1.0374 3.7049
C 0.1904 2.0307 2.8832
C 0.6955 3.4426 2.9247
C -0.9761 1.7374 2.1374
H -3.1435 -0.4899 1.1142
H -3.3696 1.2728 1.1913
H -3.7840 0.2539 2.5645
H -1.7313 -1.3061 3.4059
H 0.4431 -0.6267 5.9449
H 1.5373 -1.3973 4.8112
H -0.1081 -2.0194 5.0219
H 1.5814 1.2484 4.3059
H 0.0877 3.9877 3.6507
H 0.5912 3.9435 1.9623
H 1.7320 3.5052 3.2463
H -1.4338 2.5360 1.5625
N 3.3332 8.4457 -5.7741
C 3.0047 7.6163 -5.0526
C 2.5916 6.5756 -4.1480
C 1.4039 6.7155 -3.4344
C 1.0004 5.7119 -2.5727
C 1.7918 4.5759 -2.4074
C 2.9883 4.4490 -3.1121
C 3.3826 5.4416 -3.9918
C 1.3866 3.4948 -1.4782
C 0.1780 2.8434 -1.6977
C -0.7488 3.1189 -2.7288
C -1.8620 2.3306 -2.5200
C -1.5808 1.5676 -1.3862
N -0.3657 1.8388 -0.8737
C 2.2661 3.2212 -0.4055
C 3.3823 3.9672 -0.0049
C 3.9023 3.3574 1.1298
C 3.0811 2.2678 1.3905
N 2.0832 2.1698 0.4879
H 0.8059 7.6076 -3.5565
H 0.0839 5.8211 -2.0085
H 3.5998 3.5653 -2.9844
H 4.3007 5.3438 -4.5540
H -0.5935 3.8292 -3.5235
H -2.7651 2.2925 -3.1043
H -2.2264 0.8257 -0.9398
H 3.7397 4.8649 -0.4809
H 4.7579 3.6676 1.7052
H 3.1802 1.5526 2.1955
C 0.9977 -3.0188 2.1410
As 1.9048 -1.5349 1.2886
C 3.4290 -1.2151 2.4521
C 2.7699 -2.5321 -0.1265
H 1.7550 -3.6331 2.6272
H 0.4937 -3.5967 1.3688
H 0.2602 -2.6878 2.8617
H 3.7728 -2.1704 2.8481
H 3.1718 -0.5546 3.2777
H 4.2266 -0.7592 1.8650
H 3.2388 -3.4028 0.3321
H 3.5288 -1.9224 -0.6118
H 2.0400 -2.8639 -0.8628
S 3.0802 -0.4826 -3.5255
C 4.1502 0.1869 -2.3792
C 3.4700 0.5451 -1.2642
N 2.1136 0.2797 -1.2917
C 1.7981 -0.2621 -2.4490
H 5.2044 0.2929 -2.5718
H 3.9291 0.9977 -0.4020
H 0.7921 -0.5200 -2.7279
C -5.5973 -4.6601 0.5928
C -4.5015 -5.3328 -0.2447
C -3.7548 -6.3600 0.6173
C -5.1639 -6.0674 -1.4095
C -3.5129 -4.2673 -0.7228
C -3.2900 -4.0075 -2.0787
C -2.3938 -3.0395 -2.5322
C -1.7279 -2.3349 -1.5622
O -0.7853 -1.3132 -1.7000
B -0.4408 -0.9352 -0.4166
O -1.1281 -1.7084 0.5181
C -1.9339 -2.5723 -0.2224
C -2.8116 -3.5238 0.2360
H -6.3080 -5.4091 0.9423
H -6.1442 -3.9233 0.0028
H -5.1877 -4.1590 1.4712
H -4.4465 -7.1313 0.9565
H -3.3106 -5.9028 1.5024
H -2.9597 -6.8446 0.0486
H -5.8458 -6.8205 -1.0151
H -4.4332 -6.5827 -2.0345
H -5.7476 -5.3927 -2.0369
H -3.8283 -4.5754 -2.8214
H -2.2365 -2.8563 -3.5853
H -2.9511 -3.6925 1.2948

net charge = +2
frontier orbital gap = 6.40 eV
HOMO level = -13.389 eV
E_LUMO = -6.98 eV

---

Here is 12 unconnected molecules or ions with the total composition C4H35N2O11 in a non-equilibrium geometry from OMol25. Energies are from ωB97M-V with the def2-TZVPD basis set.

Positions of all 52 atoms, in Å:
C -0.1981 0.0757 1.9180
N 1.1080 0.2022 2.4502
C -0.2340 -0.4581 0.5099
N -0.7773 0.4852 -0.4851
C -2.3190 0.7015 -0.1677
C -2.9326 1.7979 -0.9794
H -0.8734 -0.5947 2.5656
H -0.5242 1.1833 2.0273
H 1.6540 0.4259 1.6084
H 1.5220 -0.5973 2.9131
H 0.8047 -0.8868 0.3010
H -0.8132 -1.4779 0.3979
H -0.3531 1.5770 -0.4054
H -0.6455 0.0663 -1.4272
H -2.3937 1.0609 0.8736
H -2.7605 -0.3065 -0.2777
H -2.4548 2.7569 -1.3102
H -3.5640 1.4754 -1.8218
H -3.8473 2.1554 -0.3673
H 3.5408 3.1056 -1.5597
H 2.0899 3.3836 -1.2194
O 2.6636 2.6337 -1.5674
H -0.4778 -3.6180 -0.9472
H -1.7002 -4.5191 -0.5585
O -0.9360 -4.1213 -0.2451
H -1.2003 -3.2175 2.4236
H -1.6268 -3.0826 0.9768
O -1.9753 -2.8736 1.8606
H -0.6478 -2.3338 -2.4224
H -2.2810 -2.3504 -2.4474
O -1.4831 -1.9514 -2.0226
H 1.3797 -2.1210 -2.1774
H 1.3996 -2.9981 -3.4447
O 0.9001 -2.9264 -2.6611
H 1.9748 0.0502 -2.4709
H 1.7591 1.5307 -2.7412
O 1.2921 0.6102 -2.7047
H -0.5712 3.7561 0.1098
H 0.3061 3.4782 1.2771
O 0.2460 3.3486 0.2767
H 3.2763 -1.7321 -1.1974
H 2.5985 -0.4781 -0.7524
O 2.4347 -1.2943 -1.1461
H 2.3001 3.2743 2.3613
H 1.5686 1.9071 2.9186
O 1.5679 2.8341 2.8158
H 4.1924 0.6880 0.7184
H 3.2778 1.3826 -0.4437
O 3.2830 0.8465 0.3220
H -2.8596 -1.5090 2.2673
H -3.4119 -0.7164 3.5003
O -3.2782 -0.6284 2.5780

net charge = +1
frontier orbital gap = 9.66 eV
HOMO level = -12.456 eV
E_LUMO = -2.80 eV

---

Here is 2 unconnected molecules or ions with the total composition C13H16ClF3INO4 in a non-equilibrium geometry from OMol25. Energies are from ωB97M-V with the def2-TZVPD basis set.

Positions of all 39 atoms, in Å:
O -7.7269 -0.5527 0.5957
C -7.0249 0.4352 0.9323
O -7.5309 1.7848 0.8912
Cl -6.2886 2.8547 0.4264
C -5.5399 0.0723 1.4633
C -4.4246 -0.1800 0.4066
C -3.0084 -0.5136 0.9361
N -2.7369 -0.5759 2.3507
C -1.3001 -0.8653 2.7436
C -0.6293 0.5945 3.0295
C -0.1545 1.3289 1.6638
I 1.9807 1.1905 1.2814
C -3.7032 -0.3747 3.3985
C -5.1638 -0.0529 2.9649
H -4.5694 -0.1288 -0.7212
H -2.1492 -0.6857 0.2059
H -1.2779 -1.5548 3.6522
H -0.7829 -1.4005 1.8726
H 0.2057 0.5585 3.8065
H -1.4781 1.2543 3.4674
H -0.6975 0.9529 0.7314
H -0.4054 2.4530 1.7459
H -3.4255 -0.4438 4.5121
H -5.9628 0.0916 3.7635
C 5.5740 -0.8891 -4.6487
C 6.2557 -0.0373 -3.5918
O 5.3607 0.7760 -2.8516
C 4.6297 0.1860 -1.7387
O 5.4421 -0.4267 -0.9046
C 3.4151 -0.7046 -2.1913
F 2.7819 -0.1604 -3.2691
F 2.4706 -0.7784 -1.2170
F 3.7214 -1.9731 -2.5299
H 4.7682 -0.3404 -5.1423
H 6.2993 -1.2112 -5.4024
H 5.1485 -1.7928 -4.2141
H 6.9126 0.6663 -4.1156
H 6.9089 -0.6372 -2.9512
H 4.1056 1.0802 -1.3522

frontier orbital gap = 1.68 eV
HOMO level = -5.311 eV
E_LUMO = -3.63 eV

---

Here is a gas-phase ion, C5H12NO (charge -1) in a non-equilibrium geometry from OMol25. Energies are from ωB97M-V with the def2-TZVPD basis set.

Positions of all 19 atoms, in Å:
N 2.9535 -0.2379 0.9671
C 1.6056 0.4178 0.5192
C 0.8442 -0.2940 -0.6574
C -0.3895 -0.9613 -0.1550
C -1.5161 0.0102 0.2112
C -2.4402 0.6375 -0.9581
O -3.3769 1.6621 -0.7301
H 3.2653 0.1609 1.8683
H 2.8205 -1.1475 1.3702
H 0.9011 0.5483 1.4637
H 1.9096 1.3523 0.1046
H 1.5700 -0.8672 -1.1556
H 0.3690 0.6056 -1.1698
H -0.7409 -1.5833 -0.8949
H -0.0260 -1.5723 0.7389
H -2.2005 -0.4890 1.0996
H -1.0644 0.9924 0.5212
H -1.6297 1.0570 -1.6578
H -2.8548 -0.2917 -1.4854

net charge = -1
frontier orbital gap = 5.81 eV
HOMO level = -2.291 eV
E_LUMO = 3.52 eV
structure (SMILES) = NCCCCC[O-]

---

Here is a single C15H23NO4 molecule from OMol25. Energies are from ωB97M-V with the def2-TZVPD basis set.

Positions of all 43 atoms, in Å:
C -3.8556 -3.2326 -0.5327
C -4.2199 -1.9899 0.2697
C -3.5507 -0.7406 -0.2986
C -3.8790 0.5012 0.5280
C -3.3740 1.8032 -0.0981
C -1.8817 1.8124 -0.4266
C -1.0023 1.5748 0.8019
N 0.3999 1.5574 0.4325
C 1.1283 2.6903 0.4529
C 2.4278 2.7182 0.0736
C 3.0453 1.5127 -0.3518
O 4.3403 1.6016 -0.7132
C 2.3135 0.3530 -0.3848
C 2.8847 -0.9737 -0.8322
C 3.9518 -1.4281 0.1362
O 3.7826 -1.9752 1.1870
O 5.1802 -1.0954 -0.3305
C 6.2834 -1.4273 0.5039
C 0.9208 0.3382 -0.0089
O 0.1978 -0.6461 -0.0660
H -4.3270 -4.1167 -0.1092
H -2.7782 -3.3796 -0.5286
H -4.1832 -3.1298 -1.5652
H -5.3052 -1.8579 0.2681
H -3.9048 -2.1252 1.3068
H -3.8875 -0.5890 -1.3272
H -2.4725 -0.9040 -0.3164
H -4.9643 0.5792 0.6367
H -3.4648 0.3868 1.5315
H -3.5967 2.6293 0.5827
H -3.9229 1.9843 -1.0251
H -1.6198 2.7772 -0.8701
H -1.6616 1.0372 -1.1605
H -1.2270 0.5957 1.2284
H -1.1660 2.3509 1.5527
H 0.6184 3.5786 0.7956
H 3.0084 3.6230 0.0929
H 4.7110 0.7240 -0.8995
H 2.0604 -1.6898 -0.8153
H 3.3080 -0.9082 -1.8374
H 6.2669 -2.4917 0.7424
H 7.1778 -1.1726 -0.0583
H 6.2374 -0.8560 1.4329

frontier orbital gap = 9.07 eV
HOMO level = -8.329 eV
E_LUMO = 0.74 eV
structure (SMILES) = CCCCCCCn1ccc(O)c(CC(=O)OC)c1=O

---

Here is a molecular structure, C5H9N in a non-equilibrium geometry from OMol25. Energies are from ωB97M-V with the def2-TZVPD basis set.

Positions of all 15 atoms, in Å:
N -0.8326 0.3566 -3.0442
C -0.5166 0.4389 -1.6886
C -0.7024 -0.6500 -0.8884
C -0.3842 -0.6878 0.5177
C 0.1781 0.2375 1.2805
C 1.0551 -0.1884 2.4177
H -0.9331 1.3087 -3.3930
H 0.2994 0.4564 -2.6615
H -0.6035 1.3504 -1.0931
H -1.2195 -1.4374 -1.4128
H -0.6650 -1.6211 0.9951
H 0.3472 1.2262 0.8650
H 2.0940 -0.0454 2.0879
H 0.9598 0.4681 3.2948
H 0.9234 -1.2127 2.7229

frontier orbital gap = 7.91 eV
HOMO level = -7.460 eV
E_LUMO = 0.45 eV

---

Here is a molecular structure, C29H35Cl2I2NO2P2STeV in a non-equilibrium geometry from OMol25. Energies are from ωB97M-V with the def2-TZVPD basis set.

Positions of all 76 atoms, in Å:
V 0.0256 0.8087 -0.0564
Cl -1.3019 4.1472 -3.5736
C -1.3728 4.2954 -1.8514
C -1.9938 5.4316 -1.3067
C -2.0769 5.6066 0.0408
Cl -2.8379 7.0340 0.6857
C -1.5604 4.6252 0.9218
C -1.6129 4.7205 2.3337
C -1.1042 3.7159 3.1030
C -0.5604 2.5854 2.4636
N -0.5008 2.4615 1.1602
C -0.9663 3.4810 0.3620
C -0.8042 3.2988 -1.0696
O -0.1983 2.2587 -1.5292
H -2.4022 6.1747 -1.9756
H -2.0571 5.5952 2.7853
H -1.1201 3.7594 4.1819
H -0.1608 1.7599 3.0482
C -0.7736 -1.0449 3.1832
P -0.1467 -1.1474 1.4675
C 1.2893 -2.2396 1.6604
C -1.4425 -2.2189 0.6999
C -1.4751 -3.5911 0.9291
C -2.4734 -4.3799 0.3809
C -3.4667 -3.7994 -0.3939
C -3.4520 -2.4334 -0.6194
C -2.4443 -1.6348 -0.0881
P -2.3769 0.1743 -0.3736
C -3.6731 0.8208 0.7343
C -3.1016 0.4472 -2.0161
H -1.0581 -2.0332 3.5508
H -1.6402 -0.3871 3.2407
H 0.0110 -0.6423 3.8272
H 1.0740 -3.1270 2.2575
H 2.0766 -1.6690 2.1573
H 1.6611 -2.5346 0.6765
H -0.7100 -4.0600 1.5331
H -2.4775 -5.4460 0.5590
H -4.2494 -4.4104 -0.8208
H -4.2281 -1.9918 -1.2306
H -4.6394 0.3600 0.5218
H -3.7555 1.9011 0.6036
H -3.4060 0.6231 1.7726
H -4.1472 0.1384 -2.0641
H -2.5337 -0.0872 -2.7755
H -3.0351 1.5144 -2.2371
I 3.8872 0.1517 -1.9874
I 4.8552 -1.8523 -4.2570
Te 2.5768 1.6693 0.0249
C 3.4532 0.8398 1.7706
C 3.1840 1.4394 2.9962
C 3.6774 0.8826 4.1650
C 4.4573 -0.2658 4.1190
C 4.7432 -0.8487 2.8960
C 4.2404 -0.3045 1.7212
H 2.5995 2.3511 3.0404
H 3.4651 1.3578 5.1134
H 4.8528 -0.6921 5.0308
H 5.3620 -1.7351 2.8495
H 4.4652 -0.7672 0.7697
C 1.3536 -1.4514 -5.1963
C 0.9304 -0.5628 -4.0398
S 0.0610 -1.3999 -2.7022
O 0.6060 -0.7345 -1.4493
C 0.8223 -3.0201 -2.6729
C 2.3060 -3.0192 -2.3293
H 1.6886 -0.8086 -6.0077
H 0.5305 -2.0543 -5.5763
H 2.1921 -2.0942 -4.9282
H 0.2292 0.2032 -4.3796
H 1.7738 -0.0563 -3.5590
H 0.6022 -3.4673 -3.6424
H 0.2307 -3.5612 -1.9278
H 2.9410 -2.8649 -3.2009
H 2.5702 -3.9726 -1.8740
H 2.5427 -2.2233 -1.6262

2S+1 = 4
frontier orbital gap (alpha / beta) = 6.59 / 6.43 eV
HOMO level (alpha / beta) = -6.987 / -7.058 eV
E_LUMO (alpha / beta) = -0.40 / -0.62 eV

---

Here is a single C9H17NO4 molecule in a non-equilibrium geometry from OMol25. Energies are from ωB97M-V with the def2-TZVPD basis set.

Positions of all 31 atoms, in Å:
C -1.8375 0.9154 -1.0148
C -1.5418 0.1304 0.2361
O -1.8169 -1.2750 -0.0096
C -2.4665 0.5136 1.3940
C -2.1606 1.9183 1.9414
O -0.7617 2.0196 2.3508
C 0.1541 1.7643 1.2871
C -0.0938 0.3383 0.7241
N 0.8776 -0.0151 -0.3571
C 2.1861 -0.5133 0.0256
C 2.9296 -1.1026 -1.2093
C 2.2622 -2.3491 -1.8112
O 1.0334 -2.5173 -1.8118
O 3.1423 -3.1909 -2.4208
H -2.9429 0.8570 -1.2414
H -1.2813 0.5131 -1.8762
H -1.5250 1.9385 -0.9011
H -1.1852 -1.6266 -0.6467
H -3.4942 0.4609 1.0639
H -2.3894 -0.2024 2.2051
H -2.7742 2.0683 2.8345
H -2.4306 2.6748 1.1619
H 0.0473 2.5292 0.5187
H 1.2120 1.8249 1.6022
H 0.0753 -0.3684 1.5275
H 0.4204 -0.6754 -1.0163
H 2.7094 0.3202 0.4938
H 2.0958 -1.3288 0.7208
H 3.9365 -1.3817 -0.9993
H 3.0561 -0.3321 -2.0218
H 2.5633 -3.9081 -2.7501

frontier orbital gap = 9.36 eV
HOMO level = -8.794 eV
E_LUMO = 0.56 eV
structure (SMILES) = C[C@]1(O)CCOC[C@@H]1NCCC(=O)O

---

Results for electronic energy: -5467.3227, -1110.2736, -1917.7913, -327.6155, -941.1276, -250.5067, -5140.1230, -708.8476 (in hartree, following the order of the records).